(1)
C5H6Cl2N2 | ωB97M-V/def2-TZVPD

Energy above the lowest of the compared OMol25 structures with the same formula, charge and spin ... 5.0 kJ/mol
Kohn-Sham gap ... 8.3 eV
E_tot ... -33307.361 eV

```
! RIJCOSX wB97M-V def2-TZVPD def2/J DEFGRID3
* xyz 0 1
Cl -1.06 -2.35 -0.97
Cl -3.14 0.75 0.00
N -1.33 -0.99 1.60
N 0.58 -0.49 0.35
C -1.47 0.50 -0.32
C 0.56 0.97 -1.50
C 1.22 0.12 -0.68
C -0.79 -0.53 0.44
C -0.82 1.20 -1.28
H 2.27 -0.10 -0.78
H 1.06 1.47 -2.31
H -0.92 -1.85 1.95
H 1.07 -1.21 0.86
H -1.35 1.93 -1.87
H -2.34 -1.03 1.59
*
```

Results of the natural (NBO) charge analysis, in e, for atoms 1 through 4: -0.674 0.041 -0.787 -0.523

(2)
C50H63ClFNO16S | ωB97M-V/def2-TZVPD

Kohn-Sham gap ... 6.4 eV
SMILES ... C=Cc1c(C=C)c2c(c(CCCCl)c1C[C@H](C)F)Sc1c(CC(=O)OC(C)=O)c(O)cc(C)c1N2CCOC=O.O=C1CCCO1.O=C1CCCO1.O=C1CCCO1.O=C1CCCO1.O=C1CCCO1
E_tot ... -113164.870 eV

```
! RIJCOSX wB97M-V def2-TZVPD def2/J DEFGRID3
* xyz 0 1
Cl 2.15 0.27 5.02
S -0.11 -2.17 -0.73
F -2.68 2.85 0.91
O 3.51 -3.62 -2.66
O 5.89 1.01 10.61
O 7.09 2.82 5.16
O -0.03 7.20 -2.22
O 1.45 -0.36 -6.35
O 1.76 1.91 -7.32
O -2.42 -6.75 -2.09
O -4.38 5.43 2.75
O 6.64 0.70 5.88
O -3.78 -8.79 -1.85
O 4.49 0.16 9.02
O 0.75 0.95 -4.45
O 1.03 6.60 -4.15
O -0.45 -2.73 -6.57
O 4.56 -4.22 -4.60
O -3.93 7.56 2.03
N -3.03 -3.80 -0.84
C -2.47 -5.01 -0.12
C -3.10 -3.99 -3.60
C -6.03 -4.26 1.85
C 0.92 0.11 2.35
C -4.36 -0.93 1.94
C 0.29 6.35 -3.03
C 4.66 -5.42 -5.37
C -5.08 2.60 1.63
C 4.40 -6.54 -4.40
C -3.06 1.40 3.06
C -1.64 -1.62 0.28
C -3.92 6.20 1.92
C -0.25 0.68 1.35
C -2.56 7.05 0.21
C 5.74 2.06 8.44
C -0.22 -2.45 -3.83
C 1.12 5.40 -4.93
C 8.46 2.32 3.34
C -1.60 -0.27 1.25
C -0.96 -2.95 -5.21
C -2.37 -3.53 -2.17
C 7.11 1.46 5.05
C -0.69 0.87 -7.37
C 3.83 -4.47 -3.48
C 1.21 -1.62 -3.92
C -0.10 4.90 -2.97
C 0.95 0.87 -7.03
C -3.52 2.72 2.16
C -0.91 -2.75 -2.37
C -1.64 -6.06 -1.05
C -3.01 0.05 2.08
C 7.62 3.40 3.97
C -4.57 -4.77 -3.47
C -7.11 -0.66 2.38
C -2.43 -3.74 -5.09
C 0.86 4.28 -3.95
C 1.11 -0.28 -4.90
C -3.57 -7.48 -1.55
C -5.71 -0.51 2.85
C 3.44 -5.92 -3.42
C -5.66 -3.28 0.77
C -4.36 -2.25 0.95
C 4.22 0.44 7.65
C 4.59 1.89 7.47
C -3.41 8.13 0.84
C 0.78 0.81 3.84
C 5.40 1.05 9.50
C 7.74 1.06 3.75
C -2.97 -2.58 0.09
C -3.29 5.79 0.62
H -3.03 -4.12 -6.03
H -6.31 -3.32 -0.23
H 8.21 4.29 4.22
H -2.60 4.96 0.75
H 4.86 2.14 6.43
H 8.57 2.43 2.26
H 6.70 1.79 7.99
H -3.36 3.73 2.79
H 0.37 5.44 -5.72
H -5.42 3.53 0.98
H -3.77 1.24 4.00
H -0.47 1.80 1.64
H -1.94 1.61 3.42
H -1.25 -6.92 -0.31
H 6.78 3.70 3.33
H 0.03 -3.53 -6.92
H -0.25 0.45 4.27
H -4.08 5.53 -0.09
H 3.57 -6.32 -2.41
H 2.11 5.33 -5.38
H 0.93 -1.06 2.45
H 3.90 -5.38 -6.17
H -5.24 1.63 0.97
H -3.39 -5.52 0.44
H -1.14 4.80 -3.30
H 0.48 3.38 -4.43
H -1.05 1.97 -7.46
H 6.95 0.80 3.04
H -1.56 7.06 0.65
H -5.74 2.50 2.59
H 3.16 0.27 7.44
H -2.81 9.02 1.08
H 3.76 2.53 7.76
H 5.33 -6.80 -3.88
H -7.09 -4.22 2.39
H 1.97 0.47 1.93
H -0.64 -5.62 -1.52
H 0.20 0.72 0.25
H 1.99 -2.36 -4.39
H 1.80 4.02 -3.44
H 4.01 -7.45 -4.88
H -2.45 7.16 -0.87
H 5.77 3.07 8.85
H -7.65 0.00 1.57
H -4.55 -5.83 -4.00
H -1.75 -4.64 0.76
H 9.46 2.32 3.79
H -1.19 0.27 -6.48
H -4.85 -5.00 -2.33
H 1.59 -1.25 -2.88
H -7.72 -1.58 2.83
H 5.65 -5.49 -5.82
H 4.82 -0.23 7.03
H -4.24 8.43 0.19
H -4.40 -6.97 -0.88
H 0.04 4.50 -1.97
H -5.31 -5.15 2.19
H 0.88 1.99 3.78
H -5.50 -0.10 3.95
H -0.85 0.25 -8.37
H -5.45 -4.09 -3.87
H 8.43 0.23 3.89
H 2.40 -6.02 -3.74
*
```

Results of the Mulliken charge analysis, in e, for atoms 1 through 4: -0.238 -0.266 -0.374 -0.571

(3)
C3H4LuO4 | ωB97M-V/def2-TZVPD

Energy above the lowest of the compared OMol25 structures with the same formula, charge and spin ... 81.2 kJ/mol
Kohn-Sham gap (spin up / spin down) ... 7.5 / 6.7 eV
Expectation value of S² ... 0.75
E_tot ... -44964.335 eV

```
! RIJCOSX wB97M-V def2-TZVPD def2/J DEFGRID3
* xyz 2 2
Lu -1.06 -1.80 3.36
O -1.17 -1.44 1.08
O 0.14 1.39 1.12
O 0.65 -0.79 -0.02
O -1.28 -0.74 -1.23
C 1.07 0.38 -0.72
C 1.00 1.50 0.24
C -0.65 -0.85 0.13
H 0.15 0.41 -1.58
H 2.07 0.20 -1.12
H 1.32 2.50 -0.13
H -2.24 -0.74 -1.12
*
```

Results of the natural (NBO) charge analysis, in e, for atoms 1 through 4: 1.907 -0.846 -0.553 -0.443

(4)
C52H117NO4P3 | ωB97M-V/def2-TZVPD

Energy above the lowest of the compared OMol25 structures with the same formula, charge and spin ... 0.0 kJ/mol
Kohn-Sham gap ... 7.5 eV
E_tot ... -93348.146 eV

```
! RIJCOSX wB97M-V def2-TZVPD def2/J DEFGRID3
* xyz 3 1
P -5.45 3.08 1.66
P 4.11 1.83 3.98
P 1.80 -2.33 -4.48
O -3.20 -4.99 -0.51
O 1.22 -0.47 -1.41
O -0.71 -1.36 -0.61
O 0.03 0.55 0.29
N -2.06 -6.87 -1.12
C -4.41 4.08 0.61
C 2.12 -3.63 -3.28
C -6.52 3.26 4.20
C -6.48 3.83 5.61
C 3.19 -6.42 -2.12
C -2.81 -0.97 -4.46
C 5.49 0.90 3.22
C -8.59 2.16 -0.86
C 2.38 3.70 -0.30
C 5.17 0.20 1.89
C 3.82 3.58 1.77
C 1.94 -3.20 -6.06
C 0.14 -1.74 -4.27
C -1.67 -0.02 -4.83
C 5.67 2.27 6.28
C -6.47 5.35 5.72
C 5.84 -1.16 1.77
C 5.66 2.54 7.78
C -7.13 2.96 1.01
C 0.01 0.94 4.31
C 4.41 -1.20 -5.03
C 1.59 -5.22 -8.63
C 2.53 1.01 3.69
C 4.59 1.28 -5.66
C 5.21 0.08 -4.98
C -0.91 -4.89 0.04
C -3.32 -1.30 1.54
C -2.62 2.93 -0.79
C -3.15 -0.27 2.67
C 4.29 1.86 5.77
C 0.20 -0.50 -0.67
C -3.41 1.21 2.34
C -5.39 3.75 3.33
C 0.79 -4.17 -6.40
C 1.36 1.64 4.41
C -0.10 -0.41 5.00
C 7.36 -1.22 1.94
C -4.77 1.39 1.71
C 3.07 -1.08 -4.35
C -8.64 1.79 -2.34
C -2.17 -5.49 -0.45
C 2.44 3.47 1.19
C -7.18 2.51 -0.44
C 3.75 -4.99 -1.85
C -2.15 2.72 -2.20
C 3.54 -4.05 -3.04
C -3.31 -7.68 -1.01
C 3.94 3.50 3.30
C -0.35 -0.62 -5.20
C 6.83 3.36 8.27
C -3.92 3.68 -0.77
C 0.60 -4.30 -7.91
H 4.07 0.83 6.07
H 4.67 2.93 8.07
H -6.15 5.66 6.71
H 3.24 -4.67 -0.93
H 2.56 -4.74 -8.62
H -5.39 4.83 3.22
H -5.51 0.95 2.41
H 7.65 -0.90 2.94
H 6.32 1.60 3.15
H 4.12 -0.02 1.69
H 2.27 0.79 2.65
H 0.06 -1.35 -3.24
H 0.24 -0.36 6.03
H -6.52 2.16 4.27
H 3.65 -7.19 -1.49
H 7.90 -0.70 1.16
H 0.50 -1.12 4.43
H 1.74 4.11 1.73
H -7.62 3.92 1.18
H -9.02 1.37 -0.25
H 5.40 -1.83 2.52
H 3.06 3.95 3.77
H 6.44 1.54 6.02
H -2.49 -1.76 -3.76
H 3.13 -0.88 -3.27
H -1.99 0.59 -5.68
H 2.06 2.46 1.39
H 6.23 -0.14 -5.27
H -1.90 3.51 -0.19
H -9.18 3.07 -0.65
H -0.57 -5.51 0.89
H 2.10 -6.43 -2.00
H -2.16 3.60 -2.84
H 7.72 2.74 8.33
H 1.57 -6.22 -8.20
H -9.53 1.25 -2.67
H -3.80 4.59 -1.38
H 2.50 -0.20 -4.71
H -8.45 2.67 -2.96
H 3.26 3.27 -0.80
H 5.44 0.89 1.09
H 5.24 2.14 -5.56
H -1.20 -7.39 -0.88
H -1.16 -3.90 0.40
H -0.42 -1.01 -6.24
H -4.76 3.23 -1.31
H 1.47 3.31 -0.73
H -3.32 1.75 3.29
H -4.97 0.91 0.75
H -3.28 -1.47 -5.30
H 0.40 0.16 -5.35
H 6.60 3.84 9.22
H 1.89 -2.38 -6.80
H -0.27 0.92 3.25
H -0.79 0.19 0.69
H -2.66 1.70 1.71
H -6.51 1.65 -0.58
H 0.97 -5.16 -5.97
H -4.12 -7.00 -1.24
H -6.79 3.24 -1.15
H 3.49 -6.79 -3.11
H 3.61 1.49 -5.22
H 2.92 -3.66 -6.17
H 4.82 -5.05 -1.66
H 5.53 1.58 8.31
H -1.17 2.24 -2.23
H 1.59 -3.41 -2.33
H -2.67 2.02 -0.20
H 5.34 0.29 -3.91
H 0.61 -3.29 -8.35
H 3.50 2.50 6.17
H 4.30 -1.60 -6.05
H 1.27 -5.36 -9.66
H -7.56 2.17 1.62
H 1.42 -4.46 -3.52
H -3.57 4.50 1.19
H -7.80 1.14 -2.59
H 1.26 2.71 4.16
H -7.28 3.46 6.26
H -3.43 -7.87 0.06
H 5.55 -1.62 0.81
H 7.03 4.19 7.60
H -5.02 5.01 0.57
H 2.67 0.00 4.13
H 1.59 1.87 5.47
H -7.49 5.67 5.49
H 4.09 -4.36 -3.93
H -1.86 -6.69 -2.12
H -2.81 2.04 -2.77
H -7.50 3.48 3.75
H -0.15 -3.75 -6.03
H 7.72 -2.25 1.88
H 2.42 4.75 -0.63
H -0.57 -2.57 -4.30
H 4.83 4.05 3.60
H -3.20 -0.95 0.52
H -3.22 -8.64 -1.49
H -0.08 -5.02 -0.65
H 4.12 -3.16 -2.75
H 4.59 2.96 1.29
H 4.21 1.10 -6.68
H -2.11 -0.31 3.03
H -0.66 1.66 4.81
H -1.52 0.77 -4.09
H -4.31 -1.76 1.70
H -3.55 -0.43 -3.87
H -5.78 5.81 5.02
H 5.93 3.24 5.83
H -5.63 3.35 6.12
H 4.21 4.57 1.50
H -1.11 -0.80 4.97
H -4.44 3.44 3.76
H 4.96 -2.00 -4.53
H -0.42 -4.56 -8.22
H 5.72 0.22 4.05
H -3.79 -0.53 3.51
H -2.74 -2.22 1.63
*
```

Results of the Mulliken charge analysis, in e, for atoms 1 through 4: 1.102 0.929 1.630 -0.378